A 5-piece molecular cluster, C30H53N7O6P overall. Source: OMol25; level of theory: ωB97M-V with the def2-TZVPD basis set.

```
97
Properties=species:S:1:pos:R:3
P 0.6786 -0.9919 -2.0362
O 1.4897 -2.3628 -2.0437
O -2.3995 1.2666 -3.4576
O -1.2696 3.7790 -2.6635
O 1.2295 -0.0081 -2.9405
O 0.6807 -0.4977 -0.4929
O -5.2652 -2.0556 -2.6649
N -0.9507 -1.4397 -2.3381
N 1.1854 1.7346 9.2206
N -1.8172 0.9198 -2.2342
N -2.0896 -7.1017 -5.6947
N -2.9318 -0.8715 -1.3248
N 0.8543 2.7189 2.7836
N 3.9576 5.6019 6.0595
C -1.1598 -1.9579 -3.6907
C -1.2965 -3.3224 -3.8161
C -1.5065 -3.1528 -6.1687
C -6.0267 -1.4825 -1.6095
C -1.9040 -0.4499 -1.9813
C -1.3601 -7.4569 -6.5077
C 4.5983 2.2396 2.2935
C 1.5601 2.2999 1.9803
C 1.4802 4.9176 5.6024
C -5.2055 -0.9790 -0.4116
C 2.4704 1.7802 0.9642
C 4.9314 1.3328 8.6719
C 1.6746 -7.5745 -6.1408
C 0.5489 5.2823 6.7623
C -3.2157 2.4372 -3.3636
C 3.7471 1.1958 1.5778
C -4.0378 -0.0385 -0.8189
C 0.8280 -8.5505 -6.9505
C -0.8090 4.5351 -1.5245
C 2.8671 5.3059 5.8548
C -0.4292 -7.9055 -7.5417
C -0.3498 3.5180 -0.4640
C 4.0955 0.2509 7.9970
C -2.6606 3.5645 -2.4988
C 1.8857 1.3076 8.4174
C 0.8801 4.5278 8.0457
C -1.4588 -3.9362 -5.0288
C 2.7938 0.7899 7.3966
C -1.3739 -1.7921 -6.0530
C -1.1927 -1.1931 -4.8309
H -6.5975 -0.6403 -2.0069
H 3.4934 0.3945 2.2761
H -2.9546 3.4307 -1.4476
H 4.0670 2.6768 3.1410
H -1.0594 -0.1165 -4.7893
H 2.7238 2.5754 0.2592
H 5.8636 0.9106 9.0471
H 0.1672 4.7857 8.8290
H 5.5118 1.7849 2.6760
H -5.8418 -0.4160 0.2785
H -2.9716 -1.8658 -1.1233
H 5.1807 2.1313 7.9702
H -3.7091 0.5812 0.0184
H 4.3390 0.7451 0.7787
H 0.5866 6.3574 6.9519
H 0.2399 -1.2001 0.0146
H -1.2483 3.0157 -0.0858
H 1.8782 4.7799 8.4101
H -4.3967 0.5800 -1.6420
H -4.2406 2.2296 -3.0272
H -4.5583 -2.6119 -2.3264
H -1.4154 -1.2100 -6.9686
H 1.4320 3.8443 5.4080
H -1.5966 5.1883 -1.1307
H 3.8757 -0.5403 8.7167
H 1.0633 -2.9988 -1.4481
H 1.1290 -7.1986 -5.2728
H -0.8731 1.2961 -2.1452
H 1.9803 -6.7214 -6.7499
H -1.6247 -3.6470 -7.1275
H 4.6843 -0.2026 7.1966
H 0.5523 -9.3993 -6.3219
H -0.9398 -8.6285 -8.1808
H 0.8332 3.4608 7.8889
H -1.5318 -5.0195 -5.0674
H -0.1548 -7.0612 -8.1771
H 2.5754 -8.0679 -5.7764
H 0.2690 2.7832 -0.9920
H 3.0143 1.5772 6.6709
H 1.4313 -8.9452 -7.7696
H 4.4033 1.7738 9.5188
H 1.1362 5.4170 4.6947
H -1.2764 -3.9462 -2.9213
H 1.9513 1.0135 0.3873
H -0.4766 5.0482 6.4681
H -3.1782 4.4824 -2.8310
H -4.7760 -1.8054 0.1788
H 2.2879 -0.0102 6.8519
H -6.6994 -2.2677 -1.2380
H 4.8819 3.0460 1.6150
H 0.1922 3.9784 0.3629
H -3.3018 2.8054 -4.3906
H 0.0187 5.1854 -1.8214
```

Summary:
* charge: +1
* F_max: 1.607 eV Å⁻¹
* Kohn-Sham gap: 8.095 eV

Here are the Mulliken charges for atoms 1 to 4, given in e: 0.782, -0.529, -0.240, -0.427

---

C30H54FeN7OP as an isolated structure. Source: OMol25; level of theory: ωB97M-V with the def2-TZVPD basis set.

```
94
Properties=species:S:1:pos:R:3
Fe 0.1263 -1.0340 -0.3365
P -1.0024 3.0420 -0.6439
O -0.5847 -0.2383 -2.0352
N 3.2949 0.9901 -1.2677
N -0.5280 -1.6326 3.6808
N 0.1928 -0.8091 1.5644
N 1.8927 -0.5704 -0.2282
N -0.5919 -2.9216 -0.5076
N -2.0688 -0.8554 2.1608
N 2.7238 -0.9570 -2.4001
C 0.1118 3.9181 -1.8296
C 0.5682 -2.5693 3.9400
C -0.1314 5.4113 -2.0504
C -1.7643 -1.7563 -3.5622
C -2.5083 -4.9364 -0.3007
C 2.7802 -0.4065 -3.7625
C 3.1676 0.1258 3.6164
C -0.8782 4.1227 0.8429
C 4.4927 1.2636 -2.0784
C 2.9128 2.0856 -0.3677
C -1.2729 -3.3445 -1.6066
C -3.8213 2.6894 -0.8324
C -1.4793 3.4897 2.0984
C 2.7733 -2.4234 -2.2612
C 1.8381 -0.0395 3.3344
C -1.8829 -0.5716 -2.6311
C 3.8071 -0.4077 1.3574
C 2.6630 -0.1690 -1.3221
C -3.1919 -1.6223 2.7182
C -2.2555 -4.3175 -1.5114
C -0.8562 -2.8238 -2.9560
C 1.4566 -0.4617 2.0411
C -0.8021 -3.5875 0.6555
C -1.3072 -1.2906 4.8815
C -2.4206 -0.0181 1.0266
C -1.7312 -4.5885 0.7979
C 2.4343 -0.4720 1.0392
C -0.8046 -1.0934 2.4881
C 4.1660 -0.1310 2.6457
C -2.6368 3.4857 -1.3780
H -0.6007 -1.0071 5.6626
H 3.7695 -0.4944 -4.2095
H 2.0836 -0.9726 -4.3822
H 4.2712 1.9346 -2.9071
H -2.8138 4.5539 -1.2394
H 5.2094 -0.0770 2.9258
H -2.7721 -2.1267 -3.7603
H -2.2734 0.3175 -3.1221
H -3.7897 -1.0132 3.3949
H 3.0083 3.0133 -0.9258
H 0.1456 -2.4109 -2.8508
H -1.8919 -2.1366 5.2416
H -2.6679 -0.6673 0.1790
H -2.5350 3.2459 1.9672
H 2.5314 -2.8708 -3.2217
H 0.1864 4.3180 1.0028
H 1.8826 1.9696 -0.0389
H 1.2708 -2.1510 4.6592
H -2.5285 -0.7932 -1.7873
H 4.5526 -0.5564 0.5856
H -2.7821 -4.6193 -2.4082
H -0.1622 -3.3144 1.4773
H -2.8292 -2.5023 3.2392
H -3.2595 -5.7126 -0.2255
H -0.7685 -3.6676 -3.6408
H -2.5473 3.3228 -2.4561
H 0.0281 3.3821 -2.7824
H -1.4123 4.1684 2.9487
H -3.8206 -1.9374 1.8855
H 0.5453 5.8054 -2.8092
H -1.8382 -5.0963 1.7469
H 3.5814 2.1229 0.4915
H -0.0005 0.0829 -2.7342
H 0.1440 -3.4815 4.3615
H -1.1469 5.6076 -2.3932
H -4.7538 3.0193 -1.2900
H -1.6339 0.6905 0.7725
H -3.9343 2.8139 0.2457
H -3.7150 1.6200 -1.0433
H -1.3495 -1.4608 -4.5285
H -1.3454 5.0888 0.6422
H -3.3139 0.5580 1.2624
H 5.2182 1.7456 -1.4251
H -0.9466 2.5701 2.3668
H 1.1274 3.7585 -1.4721
H 2.0753 -2.7823 -1.5098
H 0.0351 5.9829 -1.1377
H 2.4834 0.6399 -3.7508
H -1.9607 -0.4471 4.6809
H 3.4681 0.4522 4.6035
H 3.7760 -2.7463 -1.9814
H 1.0897 0.1642 4.0871
H 1.1115 -2.8146 3.0323
H 4.9171 0.3358 -2.4488
```

Summary:
* multiplicity: 2
* charge: +3
* F_max: 0.857 eV Å⁻¹
* Kohn-Sham gap (spin up / spin down): 5.329 / 5.109 eV

Here are the Mulliken charges for atoms 1 to 4, given in e: -0.479, 1.042, 0.333, 0.476